The following is a quantum chemistry calculation of a 12-piece molecular cluster, C55H132N4O12 overall at a distorted geometry, from the OMol25 dataset.

Computed properties:
SMILES string   CC1(C)CCCC(C)(C)N1O.CC1(C)CCCC(C)(C)N1O.CC1(C)CCCC(C)(C)N1O.COC[C@H](C)N.CC(C)O.CC(C)O.CC(C)O.CC(C)O.CC(C)O.CC(C)O.CC(C)O.CC(C)O
Orbital gap   0.328 hartree
Electronic energy   -89699.7866 eV
HOMO level   -8.560 eV
F_max   0.06185 Eh/bohr

Atoms and positions in Å:
1 H 4.8649 -3.7449 1.7897
2 C -1.1689 0.5218 -4.9743
3 H -2.4702 -2.3178 -3.8832
4 H 1.3966 4.2029 -2.4320
5 O -1.4228 -1.9250 -1.6103
6 C -4.3883 2.0911 3.6368
7 C -0.0504 0.1489 4.3751
8 H 0.7463 1.7394 -0.2471
9 H -1.4746 -0.6338 5.8674
10 H 3.7393 2.3961 5.9061
11 H 0.1867 -2.7955 -2.4030
12 H -5.1817 -0.0958 -1.5876
13 O 1.2936 1.8004 -3.6885
14 C 2.8703 -3.1472 -1.6485
15 H -0.5300 -5.0274 -2.4740
16 H -4.3769 4.6229 -0.4638
17 C -3.1111 -1.9574 2.6134
18 C 0.3646 2.5211 -7.7175
19 H -1.5226 -3.7715 -4.4434
20 H 5.0173 -5.3068 1.0377
21 H 1.0306 6.1248 -0.2653
22 H -4.9770 3.2030 -3.6409
23 H 3.2390 2.5850 4.2499
24 N 1.2771 1.1597 6.5679
25 H -0.3096 0.8150 1.6821
26 H 8.5278 1.4148 -2.3338
27 C 2.4789 2.4972 -3.3086
28 O 5.8735 -1.8298 1.1981
29 H 3.2434 2.5796 -5.3190
30 H 3.3168 0.7734 -0.1223
31 C 4.2885 -3.8697 -1.6219
32 C -0.7711 0.2095 5.7451
33 H -0.2290 6.7661 -2.4368
34 H 4.1991 -4.9537 -1.5918
35 H -6.4424 1.4711 3.9448
36 H 0.0998 6.7294 1.8371
37 C -5.5537 -1.8365 -0.3279
38 H 7.0223 -3.4648 -1.3562
39 H -5.8387 -2.7644 -2.2862
40 H 6.5105 -1.1192 -1.0154
41 C -1.0772 -4.3001 -1.8315
42 H -7.3508 -2.7820 -0.4540
43 C -0.7321 1.8843 -6.8699
44 C -4.7955 2.2929 -2.9832
45 H 1.5855 -1.4263 7.7579
46 H -3.7722 -1.2543 3.0989
47 H -4.3736 2.0749 -0.9497
48 C -0.4867 0.7543 8.1414
49 H 3.5131 -4.3573 1.0781
50 H -0.6830 2.3839 -9.6050
51 H -0.8475 -3.5846 2.7460
52 H -0.7044 0.0400 -4.1458
53 C -6.0354 -0.4790 -1.0028
54 H 7.9696 1.2548 -4.0786
55 H -0.6146 -4.2975 -0.8599
56 C -1.4758 -2.7907 -3.8762
57 O -4.6631 3.4065 4.2413
58 H 0.3425 -6.4638 4.2448
59 H -4.7602 -4.1157 2.7795
60 H 2.3200 3.2778 5.5910
61 C 0.7025 -1.2797 7.1083
62 C -0.6604 6.8152 -1.4557
63 H 4.6658 0.2608 0.9767
64 C 0.2039 -3.5382 3.0319
65 O -3.5154 -0.7825 0.0848
66 H 0.5829 -4.9304 0.9895
67 C -0.3206 3.1846 -8.9364
68 H -5.5937 1.5660 -3.1551
69 C -3.3884 2.2762 2.4941
70 H -7.0590 -4.4651 1.5429
71 C -4.3175 4.1849 -1.4802
72 H 1.8413 1.2168 -7.3877
73 H 3.5151 -1.4840 2.0744
74 O 7.3267 -0.7451 -1.4646
75 H 0.2307 -0.6612 0.7617
76 H -4.8951 -3.7138 -1.2045
77 C -0.1256 1.0899 -0.4509
78 H 4.8243 -3.5693 -2.5094
79 H -3.7242 3.0374 1.8125
80 H 2.5358 -0.8307 4.6049
81 H 1.7766 -4.9991 3.1271
82 H 0.5481 -0.8043 4.3829
83 H 7.2760 -1.5323 -4.1111
84 C 3.9132 -1.3860 -0.0610
85 H -6.0681 2.0926 2.3458
86 C -0.4527 7.1280 0.9857
87 H 0.3914 3.6909 -9.5283
88 H -3.2959 1.3072 1.9740
89 H 1.9947 1.8056 8.2308
90 H 2.8160 -2.7550 1.1609
91 H -1.5637 2.6845 0.1639
92 O 2.2755 1.1142 7.6167
93 H 0.7807 3.2925 -7.0389
94 H 2.3187 -3.5861 -0.8012
95 O 1.3476 8.0940 -0.3441
96 H -7.0797 -1.8619 1.1061
97 H -2.2675 -1.4483 2.1748
98 H -3.1193 -1.4218 -0.5725
99 C 4.1922 0.1098 0.0096
100 H 5.6173 -1.6462 -3.5239
101 H 0.5722 2.3483 4.2627
102 H 1.5267 1.1393 3.2511
103 C 3.0932 -1.6284 -1.3945
104 H 0.9269 8.9604 -0.2901
105 H 3.2044 1.7615 -2.9147
106 H -1.4146 0.1541 8.1515
107 H -3.5077 -4.5593 0.4738
108 H 2.0856 -1.1069 1.1080
109 C 0.2258 -5.6109 1.7909
110 H -1.4602 2.6976 -6.5856
111 H -1.1620 5.8663 -1.2853
112 H -2.3687 -3.9034 1.5201
113 H -2.1012 -4.5994 -1.6528
114 H 3.1701 4.0860 -2.0618
115 C 0.3598 6.9809 -0.2788
116 H 0.5066 -3.1228 3.9832
117 N 5.2154 -2.0530 -0.0497
118 H -1.6407 -0.2867 -5.5419
119 C 3.0816 3.2630 -4.4329
120 H 3.5694 -1.0800 -2.2114
121 C -6.2488 -3.7952 1.1207
122 H 0.7292 -1.7904 6.1536
123 H 7.1624 -3.7246 0.3060
124 C 0.9301 1.3037 4.1947
125 H 6.5733 -5.1093 -0.6802
126 H -1.8784 1.1488 -4.4777
127 H -0.7574 0.0327 3.5589
128 H 8.9077 0.0082 -3.3059
129 H -3.2675 4.2538 -1.8171
130 O 0.1192 -5.5316 4.2505
131 N 1.3334 1.6044 -8.1521
132 H 6.1347 -0.3515 -4.5570
133 H -0.8288 8.1898 1.0727
134 H 3.7628 0.3389 4.4599
135 H -3.8118 1.8817 -3.3302
136 H -6.8682 -0.5464 -1.6489
137 H -1.2832 1.1720 -7.4346
138 H -2.0707 1.4385 -1.1203
139 C 8.1682 0.7556 -3.1196
140 C 2.2117 3.5014 -2.2157
141 H 0.8051 -3.0409 2.3302
142 H -6.3875 2.9887 -0.2615
143 C 2.8681 2.4181 5.2458
144 H -5.6299 -4.4534 0.4761
145 H -4.0899 -2.2910 -1.8299
146 H -4.0019 1.4488 4.4357
147 C -5.0719 -2.6955 -1.4855
148 C 5.1140 -3.6025 -0.3646
149 C -3.0792 -3.6077 0.7695
150 H 1.9515 2.9482 -1.2980
151 H -1.4117 6.6682 0.9241
152 O -0.2252 1.2720 -5.7106
153 C 6.9205 -0.0310 -2.5936
154 H -0.8847 -1.0752 -1.6657
155 H -0.1357 -1.8017 7.6398
156 C 1.9969 1.1357 5.3162
157 H -0.7861 -2.2196 -4.4828
158 N -4.5712 -1.4797 0.7341
159 H 2.2434 -3.4068 -2.4785
160 H -1.5195 -0.1432 0.7272
161 C 0.2660 0.2084 6.9259
162 H -0.9459 2.7709 -1.5996
163 H 0.0990 0.5251 9.0463
164 H 6.7477 -1.4583 0.9616
165 O 0.2422 0.2050 -1.5444
166 H -1.3109 1.1539 5.8367
167 H -4.8237 4.8117 -2.1806
168 H 2.0168 2.0925 -8.7263
169 C -6.7336 -2.5922 0.3876
170 C 2.9252 -0.0352 5.1359
171 H 3.4133 -0.3312 6.0711
172 H -0.8916 -5.6046 1.6900
173 H -5.4905 0.5155 2.7634
174 H -1.2083 3.7892 -8.7498
175 C 6.5588 -4.0564 -0.5489
176 H -6.2593 0.2997 -0.2956
177 C -3.9981 -2.5865 1.4799
178 C 3.0256 -1.6904 1.1049
179 H 4.0705 3.7056 -4.1280
180 H -2.4087 2.5088 2.8530
181 H 6.1599 0.6583 -2.3705
182 H -0.6218 1.8134 7.9836
183 H -3.8497 3.8420 4.4546
184 C 0.7148 -4.9598 3.0772
185 C -0.4960 0.2125 0.7901
186 H 0.6660 -6.5817 1.5077
187 C -1.2523 2.0923 -0.7268
188 H 2.0814 -1.1741 -1.2917
189 C -5.6892 1.4888 3.1371
190 C 4.5552 -4.2937 0.9594
191 C -5.1561 -3.3524 2.1371
192 H 4.8619 0.4186 -0.7815
193 H -2.5982 -3.1727 -0.0890
194 H -2.6531 -2.6913 3.2959
195 C -0.8742 -2.9356 -2.4536
196 H -1.4469 7.6469 -1.4248
197 H 0.6318 0.7773 -2.2319
198 C -4.8618 2.7979 -1.5568
199 H 2.5641 4.1571 -4.6936
200 C 6.4080 -0.9687 -3.7602
201 H -5.5974 -2.6374 2.8883
202 O -6.2711 2.7222 -1.2285
203 H 1.0678 1.9501 -4.6414